No. 1
# C28H44BrCoN3P2S

C28H44BrCoN3P2S as an isolated structure in a non-equilibrium geometry (the ωB97M-V functional and the def2-TZVPD basis, OMol25).

Structure (XYZ):
```
80
Properties=species:S:1:pos:R:3:lowdin_spin:R:1
C -0.619 7.123 -3.826 0.001
C -0.819 5.766 -4.123 0.002
C -1.106 5.408 -5.452 0.001
C -1.262 6.425 -6.403 0.000
N -1.119 7.712 -6.092 0.000
C -0.798 8.065 -4.849 0.000
C -0.805 4.764 -3.080 0.015
C -1.223 3.891 -2.329 0.001
C -1.329 2.899 -1.367 0.026
C -0.096 2.525 -0.848 -0.015
C -0.108 1.332 -0.139 0.020
C -1.355 0.708 0.202 -0.173
C -2.587 1.169 -0.236 0.006
C -2.551 2.282 -1.065 0.016
Co 0.085 0.125 1.177 1.962
P 1.992 -0.957 1.037 0.072
H -1.257 4.371 -5.742 0.000
H -0.381 7.460 -2.821 0.000
H -1.515 6.185 -7.440 0.000
H -0.684 9.135 -4.649 0.000
H -3.467 2.700 -1.478 0.000
H 0.812 3.085 -1.062 -0.002
H -3.524 0.724 0.088 -0.001
H 0.942 0.914 0.207 0.011
C 1.886 -2.478 2.072 0.013
C 2.726 -3.684 1.654 0.004
H 0.820 -2.749 2.116 0.003
H 2.164 -2.156 3.086 0.000
H 2.624 -4.462 2.421 0.001
H 2.388 -4.128 0.710 0.000
H 3.798 -3.462 1.571 0.000
C 2.327 -1.371 -0.720 0.017
C 3.037 -0.298 -1.538 0.001
H 1.334 -1.546 -1.158 0.003
H 2.862 -2.331 -0.741 0.003
H 2.971 -0.568 -2.599 0.000
H 2.559 0.686 -1.431 0.001
H 4.101 -0.202 -1.287 0.000
C 3.553 -0.135 1.578 0.009
C 4.874 -0.909 1.491 0.003
H 3.366 0.205 2.608 0.001
H 3.624 0.771 0.959 0.000
H 5.701 -0.198 1.632 0.001
H 4.977 -1.667 2.277 0.000
H 5.042 -1.392 0.518 0.000
Br -2.389 0.013 2.485 -0.227
P -2.143 -2.919 -1.154 0.592
C -0.368 -3.259 -1.192 0.086
C -0.044 -4.710 -1.565 0.020
H 0.031 -2.984 -0.200 0.013
H 0.045 -2.592 -1.964 0.002
H 1.021 -4.814 -1.806 0.000
H -0.276 -5.404 -0.751 0.001
H -0.608 -5.030 -2.448 0.004
C -2.754 -2.800 0.548 0.096
C -4.211 -3.291 0.673 0.016
H -2.657 -1.740 0.852 0.021
H -2.082 -3.396 1.184 0.000
H -4.488 -3.369 1.734 0.000
H -4.909 -2.594 0.193 0.000
H -4.350 -4.282 0.219 0.004
C -2.439 -1.373 -2.045 0.092
C -2.754 -1.595 -3.530 0.017
H -1.548 -0.751 -1.896 0.016
H -3.287 -0.879 -1.554 0.001
H -3.110 -0.659 -3.970 0.000
H -1.871 -1.916 -4.086 0.000
H -3.539 -2.345 -3.664 0.004
S 0.789 1.219 2.959 0.166
C 0.538 0.493 4.511 0.040
N 1.537 0.102 5.329 0.016
C 1.055 -0.283 6.642 0.002
C -0.460 -0.153 6.504 0.002
N -0.630 0.331 5.150 0.014
H 2.511 0.231 5.077 0.001
H 1.448 0.394 7.407 0.000
H 1.365 -1.302 6.881 0.001
H -0.874 0.573 7.210 0.000
H -0.974 -1.108 6.655 0.001
H -1.532 0.458 4.681 -0.005
```

Summary:
HOMO (alpha / beta) (eV): -13.0 / -13.0
Frontier orbital gap (alpha / beta) (eV): 6.01 / 4.63
Total charge: +2
Spin multiplicity: 4
Total energy (eV): -171282.70320
Relative energy (zero: lowest compared OMol25 entry of this formula, charge and spin) (eV): 3.4254


No. 2
# C4H11N2S

A 2-piece molecular cluster, C4H11N2S overall (the ωB97M-V functional and the def2-TZVPD basis, OMol25).

Structure (XYZ):
```
18
Properties=species:S:1:pos:R:3:lowdin_charge:R:1
C 2.803 0.911 2.408 -0.254
C 2.143 0.861 1.021 -0.836
S 0.355 0.597 1.122 0.241
H 2.641 -0.032 2.936 0.042
H 2.284 1.678 2.983 0.039
H 3.885 1.080 2.352 0.044
H 2.591 0.057 0.418 0.023
H 2.361 1.782 0.470 0.022
C -0.722 -0.164 -1.949 -0.168
N -1.866 -0.123 -1.057 -0.093
C -2.848 -1.048 -1.193 -0.384
N -3.533 -1.490 -0.215 0.040
H -0.299 0.832 -2.034 0.060
H 0.067 -0.846 -1.624 0.058
H -1.093 -0.543 -2.909 0.061
H -1.624 0.066 -0.074 -0.003
H -2.971 -1.373 -2.235 0.105
H -4.174 -2.246 -0.419 0.003
```

Summary:
HOMO (eV): -2.5
Frontier orbital gap (eV): 6.33
Total charge: -1
Total energy (eV): -18142.35079
Relative energy (zero: lowest compared OMol25 entry of this formula, charge and spin) (eV): 0.7475


No. 3
# C3H13O4S

C3H13O4S as an isolated structure in a non-equilibrium geometry (the ωB97M-V functional and the def2-TZVPD basis, OMol25).

Structure (XYZ):
```
21
Properties=species:S:1:pos:R:3:lowdin_charge:R:1
C -0.720 -1.456 -0.518 -0.362
O -1.306 -0.527 0.338 -0.293
C 0.721 -0.989 -0.938 -0.254
C 0.727 0.447 -1.387 -0.539
S 2.423 1.211 -1.304 0.630
H -1.387 -1.658 -1.373 0.098
H -0.529 -2.390 0.033 0.087
H 1.221 -1.098 0.026 0.088
H 1.069 -1.664 -1.719 0.100
H 0.124 1.217 -0.925 0.009
H 0.436 0.495 -2.443 0.074
H 2.910 0.477 -0.275 -0.157
H -1.066 -1.531 1.953 0.005
H 0.209 -1.134 2.662 0.013
O -0.432 -1.847 2.638 -0.107
H -2.720 1.651 -0.024 -0.010
H -1.541 0.645 -0.183 -0.043
O -1.895 1.661 -0.525 -0.246
H 1.370 2.269 1.282 -0.003
H -0.097 1.900 1.018 -0.007
O 0.483 2.320 1.664 -0.081
```

Summary:
HOMO (eV): -4.7
Frontier orbital gap (eV): 7.79
Total charge: -1
Total energy (eV): -22348.07877
Relative energy (zero: lowest compared OMol25 entry of this formula, charge and spin) (eV): 0.5281


No. 4
# C21H58AgN5O6

C21H58AgN5O6 as an isolated structure in a non-equilibrium geometry (the ωB97M-V functional and the def2-TZVPD basis, OMol25).

Structure (XYZ):
```
91
Properties=species:S:1:pos:R:3:lowdin_spin:R:1
Ag 7.561 0.561 2.314 0.478
C 7.636 -3.037 1.980 0.117
O 7.556 -1.682 2.119 0.840
H 8.550 -3.460 1.563 0.017
H 7.811 -3.377 3.001 0.058
H 6.718 -3.483 1.599 0.007
C 3.930 0.224 -0.464 0.008
C 5.190 -0.536 0.030 0.013
C 5.934 -1.212 -1.167 0.004
O 5.874 -0.575 -2.429 0.002
C 6.586 -1.273 -3.391 0.001
N 5.902 0.577 0.602 0.035
H 3.335 0.782 0.259 0.003
H 3.236 -0.364 -1.065 0.001
H 4.211 1.029 -1.143 0.002
H 4.863 -1.289 0.747 0.006
H 5.607 -2.247 -1.271 0.001
H 6.963 -1.321 -0.825 0.002
H 6.417 -0.822 -4.368 0.000
H 6.100 -2.244 -3.474 0.000
H 7.589 -1.571 -3.083 0.000
H 5.296 1.371 0.755 0.016
H 6.398 0.919 -0.208 0.003
C 15.131 -3.952 -0.241 0.000
C 14.774 -5.295 0.340 0.000
C 13.366 -5.371 0.979 0.000
O 13.263 -4.393 2.043 0.001
C 11.932 -3.806 2.123 0.004
N 14.965 -6.261 -0.723 0.000
H 14.436 -3.678 -1.035 0.000
H 16.166 -3.992 -0.580 0.000
H 15.083 -3.184 0.532 0.000
H 15.462 -5.637 1.114 0.000
H 13.062 -6.370 1.292 0.000
H 12.646 -5.046 0.228 0.000
H 11.098 -4.465 2.359 0.000
H 11.721 -3.289 1.186 0.001
H 11.999 -2.969 2.818 0.007
H 14.280 -6.085 -1.445 0.000
H 15.934 -6.323 -1.000 0.000
C 6.573 -3.992 5.953 0.003
C 6.137 -2.515 5.706 0.009
C 5.454 -2.032 6.982 0.002
O 5.446 -0.618 7.087 0.016
C 4.417 -0.140 7.970 0.002
N 7.411 -1.853 5.584 0.020
H 6.868 -4.457 5.012 0.002
H 5.752 -4.560 6.390 0.000
H 7.375 -4.022 6.690 0.001
H 5.594 -2.225 4.807 0.009
H 5.951 -2.455 7.855 0.000
H 4.408 -2.326 6.892 0.000
H 3.458 -0.553 7.659 0.000
H 4.234 0.934 7.951 0.000
H 4.585 -0.441 9.004 0.000
H 8.052 -2.262 6.249 0.003
H 7.762 -2.178 4.694 0.013
C 7.006 -7.704 1.953 0.000
C 8.427 -7.270 1.879 0.000
C 8.763 -6.668 0.544 0.000
O 8.784 -7.655 -0.520 0.000
C 9.856 -8.600 -0.591 0.000
N 8.585 -6.234 2.867 0.002
H 6.640 -8.045 2.921 0.000
H 6.845 -8.609 1.368 0.000
H 6.320 -6.945 1.576 0.000
H 9.216 -8.006 2.035 0.000
H 9.685 -6.111 0.711 0.000
H 7.929 -5.989 0.366 0.000
H 9.838 -9.435 0.110 0.000
H 10.833 -8.118 -0.587 0.000
H 9.699 -9.025 -1.582 0.000
H 8.133 -6.537 3.718 0.000
H 8.245 -5.332 2.568 0.001
C 9.219 4.526 1.022 0.016
C 8.558 3.231 0.980 0.024
C 9.502 2.175 0.406 0.021
O 8.910 0.916 0.375 0.033
C 9.830 -0.138 -0.059 0.020
N 8.176 2.793 2.370 0.076
H 10.148 4.623 1.585 0.002
H 8.529 5.301 1.355 0.003
H 9.433 4.822 -0.005 0.003
H 7.678 3.224 0.337 0.005
H 10.406 2.055 1.004 0.010
H 9.675 2.423 -0.641 0.002
H 10.187 0.022 -1.076 0.001
H 9.543 -1.190 -0.045 0.003
H 10.728 -0.266 0.544 0.009
H 8.972 2.957 2.970 0.035
H 7.562 3.576 2.543 0.024
```

Summary:
HOMO (alpha / beta) (eV): -2.6 / -8.0
Frontier orbital gap (alpha / beta) (eV): 3.06 / 6.24
Spin multiplicity: 3
Total energy (eV): -46441.21249


No. 5
# C3H6N2OS

The molecule C3H6N2OS in a non-equilibrium geometry (the ωB97M-V functional and the def2-TZVPD basis, OMol25).

Structure (XYZ):
```
13
Properties=species:S:1:pos:R:3:lowdin_charge:R:1
C 1.877 1.323 -2.048 -0.135
N 1.382 0.480 -0.978 0.003
C 0.949 1.058 0.056 -0.248
N 0.528 0.378 1.206 -0.011
O 0.376 -1.001 0.978 -0.129
C -0.802 -1.422 0.521 -0.689
S -2.146 -0.546 0.270 0.688
H 2.901 1.072 -2.228 0.062
H 1.790 2.398 -1.827 0.071
H 1.306 1.115 -2.974 0.083
H 0.940 2.150 0.206 0.137
H -0.386 0.744 1.548 0.095
H -0.741 -2.487 0.362 0.073
```

Summary:
HOMO (eV): -9.4
Frontier orbital gap (eV): 9.67
Total energy (eV): -19068.62723
Relative energy (zero: lowest compared OMol25 entry of this formula, charge and spin) (eV): 3.5395


No. 6
# C20H46Cl8N2

A 6-piece molecular cluster, C20H46Cl8N2 overall in a non-equilibrium geometry (the ωB97M-V functional and the def2-TZVPD basis, OMol25).

Structure (XYZ):
```
76
Properties=species:S:1:pos:R:3:lowdin_charge:R:1
C -16.178 -23.482 -2.861 -0.037
C -16.092 -22.883 -1.459 -0.243
N -14.727 -22.543 -1.056 -0.185
C -14.126 -21.573 -1.809 -0.368
C -14.735 -20.378 -2.195 -0.129
C -14.679 -22.232 0.350 -0.330
C -13.471 -22.550 1.137 -0.107
H -15.944 -22.870 -3.514 -0.030
H -16.991 -24.081 -2.979 0.034
H -15.317 -24.285 -2.963 0.134
H -16.731 -23.360 -0.667 0.100
H -16.745 -22.064 -1.472 0.078
H -13.787 -22.101 -2.855 0.155
H -13.071 -21.285 -1.430 0.151
H -15.703 -20.170 -2.273 0.029
H -14.396 -20.043 -3.221 0.118
H -14.222 -19.708 -1.535 0.068
H -15.592 -22.901 0.810 0.106
H -14.948 -21.011 0.486 0.142
H -13.596 -22.056 2.142 0.093
H -12.663 -22.167 0.681 0.009
H -13.265 -23.657 0.907 0.107
C -20.720 -24.758 3.228 -0.084
C -20.585 -25.608 1.946 -0.163
N -19.868 -24.877 0.701 -0.187
C -19.350 -25.724 -0.208 -0.405
C -20.208 -26.729 -0.702 -0.100
C -20.767 -23.871 0.100 -0.211
C -20.013 -22.950 -0.920 -0.059
H -21.606 -24.159 3.041 0.054
H -19.819 -24.189 3.543 0.020
H -21.000 -25.612 3.992 0.116
H -21.469 -25.908 1.499 0.074
H -19.959 -26.376 2.224 0.077
H -18.870 -26.322 0.519 0.081
H -18.406 -25.479 -0.770 0.144
H -21.146 -26.883 -0.257 0.066
H -19.631 -27.535 -0.934 0.055
H -20.532 -26.378 -1.760 0.113
H -21.226 -23.155 0.789 0.109
H -21.557 -24.515 -0.324 0.112
H -19.751 -23.287 -1.938 0.082
H -19.123 -22.519 -0.370 0.081
H -20.682 -22.244 -1.069 0.000
Cl -16.824 -16.919 -2.482 0.638
C -16.115 -17.010 -0.915 -0.655
C -17.173 -16.694 0.193 -0.670
Cl -16.595 -16.581 1.815 0.588
H -15.294 -16.473 -0.828 0.031
H -15.600 -17.745 -0.652 -0.024
H -18.040 -17.321 0.325 0.054
H -17.652 -15.738 0.098 0.048
Cl -17.489 -24.553 4.688 0.615
C -16.991 -24.674 3.008 -0.639
C -16.052 -25.842 2.756 -0.581
Cl -15.578 -26.009 1.020 0.563
H -16.401 -23.673 2.788 0.083
H -17.780 -24.667 2.488 -0.054
H -16.655 -26.740 2.752 0.049
H -15.255 -26.012 3.359 0.034
Cl -16.042 -16.725 5.840 0.557
C -16.533 -17.444 7.387 -0.649
C -17.535 -18.616 7.265 -0.613
Cl -19.009 -17.961 6.517 0.567
H -16.850 -16.732 7.936 -0.026
H -15.652 -17.855 7.974 0.109
H -17.728 -19.326 8.021 0.067
H -17.036 -19.265 6.605 0.032
Cl -20.537 -20.560 3.836 0.533
C -18.800 -20.774 4.073 -0.668
C -18.077 -20.441 2.661 -0.631
Cl -16.374 -20.728 2.946 0.583
H -18.625 -21.805 4.485 0.040
H -18.366 -19.925 4.768 0.045
H -18.146 -19.440 2.429 0.003
H -18.265 -21.173 1.746 0.100
```

Summary:
HOMO (eV): -8.1
Frontier orbital gap (eV): 8.66
Total energy (eV): -124635.24271
Relative energy (zero: lowest compared OMol25 entry of this formula, charge and spin) (eV): 0.0000


What is the formula in the second record?
C4H11N2S